# 1
10 unconnected molecules or ions with the total composition C46H92F12N4O10 in a non-equilibrium geometry, computed with ωB97M-V/def2-TZVPD.

Computed properties:
Net charge: -1
2S+1: 2
LUMO energy (spin up / spin down), eV: 1.87 / 1.87
HOMO-LUMO gap (spin up / spin down), eV: 2.288 / 7.188

Last column: Mulliken charge in e.
Atoms and positions in Å:
C (-3.061, 18.939, -19.590)  -1.22
C (-3.566, 17.515, -19.982)  0.75
N (-5.011, 17.520, -20.110)  0.06
C (-5.579, 17.246, -18.767)  0.92
C (-7.011, 17.845, -18.604)  -1.75
C (-5.442, 16.420, -21.031)  -0.04
C (-5.019, 16.677, -22.524)  -1.30
H (-3.333, 19.167, -18.559)  -0.11
H (-3.515, 19.706, -20.219)  0.40
H (-1.980, 19.069, -19.539)  0.30
H (-3.097, 17.172, -20.904)  0.37
H (-3.273, 16.768, -19.244)  -0.68
H (-5.631, 16.175, -18.574)  0.06
H (-4.997, 17.661, -17.945)  -0.38
H (-7.487, 17.712, -17.632)  0.32
H (-7.000, 18.886, -18.924)  0.39
H (-7.664, 17.336, -19.313)  0.45
H (-6.531, 16.376, -20.987)  0.41
H (-5.002, 15.463, -20.753)  0.08
H (-5.167, 17.707, -22.851)  0.35
H (-5.572, 16.071, -23.242)  0.41
H (-3.964, 16.446, -22.669)  0.23
C (-4.925, 9.543, -15.939)  -1.39
C (-4.009, 10.303, -16.941)  -0.27
N (-3.159, 11.221, -16.193)  0.40
C (-2.177, 10.567, -15.336)  0.07
C (-1.392, 11.597, -14.543)  -1.56
C (-2.600, 12.293, -17.073)  0.23
C (-3.674, 13.184, -17.709)  -0.86
H (-5.728, 8.927, -16.345)  0.41
H (-5.389, 10.230, -15.231)  0.34
H (-4.285, 8.911, -15.324)  0.31
H (-3.422, 9.561, -17.482)  0.17
H (-4.684, 10.801, -17.637)  0.37
H (-2.757, 10.049, -14.573)  0.13
H (-1.473, 9.943, -15.887)  0.19
H (-2.005, 12.398, -14.129)  0.33
H (-1.211, 11.128, -13.575)  0.41
H (-0.487, 12.082, -14.909)  0.47
H (-1.960, 11.920, -17.873)  -0.19
H (-1.969, 12.988, -16.518)  -0.18
H (-4.178, 12.626, -18.498)  0.48
H (-3.258, 14.061, -18.206)  -0.23
H (-4.448, 13.476, -17.000)  0.37
C (-0.468, 12.212, -5.873)  -1.06
C (0.094, 13.420, -6.538)  -0.70
N (-0.599, 14.088, -7.669)  0.19
C (-0.745, 13.232, -8.847)  1.80
C (0.525, 12.558, -9.306)  -1.85
C (-1.899, 14.759, -7.330)  0.70
C (-1.793, 15.794, -6.225)  -1.84
H (-0.519, 11.413, -6.612)  0.21
H (-1.509, 12.260, -5.554)  0.26
H (0.131, 11.985, -4.990)  0.41
H (0.140, 14.191, -5.769)  0.53
H (1.132, 13.261, -6.829)  0.39
H (-1.478, 12.455, -8.633)  -0.19
H (-1.081, 13.833, -9.692)  -1.36
H (0.806, 11.797, -8.578)  0.39
H (0.317, 12.026, -10.234)  0.45
H (1.327, 13.273, -9.492)  0.38
H (-2.674, 14.040, -7.063)  -0.21
H (-2.199, 15.414, -8.147)  0.07
H (-2.694, 16.402, -6.153)  0.49
H (-1.005, 16.528, -6.391)  0.40
H (-1.730, 15.416, -5.204)  0.39
C (-4.167, 13.562, -10.160)  -0.42
C (-4.332, 12.083, -10.545)  -0.52
N (-3.549, 11.229, -9.643)  1.10
C (-3.221, 9.886, -10.011)  -0.66
C (-2.455, 9.858, -11.351)  -0.93
C (-3.841, 11.353, -8.205)  -0.08
C (-5.220, 10.821, -7.827)  -1.62
H (-4.678, 13.707, -9.208)  0.43
H (-4.658, 14.211, -10.886)  0.37
H (-3.132, 13.889, -10.260)  -0.44
H (-5.368, 11.757, -10.632)  0.17
H (-3.902, 11.925, -11.534)  0.15
H (-4.104, 9.247, -10.045)  0.28
H (-2.580, 9.415, -9.266)  0.35
H (-2.055, 8.851, -11.477)  0.52
H (-1.579, 10.506, -11.359)  -0.07
H (-3.139, 10.050, -12.178)  0.25
H (-3.112, 10.786, -7.628)  0.42
H (-3.756, 12.382, -7.854)  -0.28
H (-6.041, 11.512, -8.018)  0.31
H (-5.472, 9.857, -8.271)  0.29
H (-5.303, 10.649, -6.754)  0.48
C (-2.057, 16.430, -16.512)  0.25
C (-1.719, 17.481, -15.396)  -0.11
O (-1.824, 16.872, -14.077)  0.46
C (-0.908, 16.071, -13.507)  -0.37
O (0.098, 15.677, -14.110)  -0.54
C (-1.272, 15.493, -12.113)  0.88
F (-2.164, 16.261, -11.526)  -0.26
F (-1.763, 14.282, -12.295)  0.05
F (-0.170, 15.541, -11.398)  -0.25
H (-1.557, 15.479, -16.332)  0.12
H (-1.740, 16.801, -17.486)  -0.18
H (-3.125, 16.221, -16.574)  0.16
H (-2.481, 18.261, -15.396)  -0.52
H (-0.726, 17.930, -15.385)  0.16
C (-5.054, 21.287, -15.153)  -1.42
C (-5.108, 19.827, -15.574)  0.66
O (-5.260, 18.984, -14.446)  -0.19
C (-5.478, 17.596, -14.517)  0.47
O (-5.448, 16.959, -15.562)  -0.43
C (-5.748, 16.940, -13.123)  0.76
F (-5.545, 17.810, -12.115)  -0.23
F (-6.891, 16.284, -13.030)  -0.27
F (-4.804, 15.987, -12.940)  -0.13
H (-4.887, 21.946, -16.004)  0.41
H (-4.170, 21.432, -14.531)  0.22
H (-5.997, 21.571, -14.686)  0.34
H (-4.196, 19.549, -16.102)  -0.22
H (-5.869, 19.679, -16.341)  0.13
C (1.970, 21.155, -12.971)  -1.42
C (1.183, 19.893, -13.307)  0.12
O (-0.069, 19.755, -12.602)  -0.18
C (-1.234, 20.270, -13.073)  0.55
O (-1.404, 20.972, -14.124)  -0.63
C (-2.376, 20.045, -12.099)  0.83
F (-3.060, 21.156, -11.908)  -0.28
F (-3.150, 19.083, -12.529)  -0.16
F (-1.896, 19.597, -10.968)  -0.27
H (1.312, 22.009, -13.133)  0.35
H (2.847, 21.304, -13.600)  0.39
H (2.320, 21.110, -11.940)  0.33
H (1.777, 19.029, -13.010)  0.15
H (0.880, 19.839, -14.352)  0.30
C (-0.330, 10.319, -19.709)  -0.77
C (-0.831, 10.794, -21.049)  -0.57
O (-1.476, 12.029, -20.826)  -0.16
C (-0.803, 13.204, -20.962)  -0.57
O (0.428, 13.335, -21.087)  -0.81
C (-1.758, 14.398, -20.948)  1.26
F (-3.056, 13.978, -20.833)  -0.29
F (-1.496, 15.212, -19.894)  -0.09
F (-1.708, 15.115, -22.129)  -0.30
H (0.363, 9.488, -19.837)  0.46
H (-1.106, 10.005, -19.011)  -0.06
H (0.184, 11.095, -19.142)  0.24
H (-1.654, 10.139, -21.334)  0.31
H (-0.105, 10.841, -21.861)  0.39
C (4.120, 15.055, -13.377)  -1.10
C (4.152, 16.325, -14.128)  0.67
O (5.140, 17.042, -14.017)  -0.60
C (3.009, 16.779, -15.065)  -0.33
H (3.610, 14.353, -14.037)  0.33
H (3.554, 15.069, -12.446)  0.19
H (5.098, 14.682, -13.071)  0.35
H (3.194, 17.643, -15.703)  0.36
H (2.154, 17.039, -14.440)  -0.21
H (2.627, 15.935, -15.638)  0.34
C (1.311, 17.809, -18.038)  -0.24
C (1.820, 18.090, -19.415)  0.32
O (2.782, 18.871, -19.617)  -0.65
C (1.069, 17.525, -20.588)  -0.66
H (1.881, 18.314, -17.258)  0.25
H (1.399, 16.736, -17.866)  0.40
H (0.278, 18.125, -17.889)  -0.08
H (1.441, 16.511, -20.737)  0.31
H (1.334, 18.090, -21.482)  0.40
H (-0.013, 17.536, -20.458)  -0.08


# 2
15 unconnected molecules or ions with the total composition C46H94B7F28N14O2 in a non-equilibrium geometry, computed with ωB97M-V/def2-TZVPD.

Computed properties:
Net charge: 0
2S+1: 2
LUMO energy (spin up / spin down), eV: -0.98 / -0.98
HOMO-LUMO gap (spin up / spin down), eV: 2.073 / 6.749

Last column: Mulliken charge in e.
Atoms and positions in Å:
C (2.860, -0.881, -0.264)  0.24
C (2.103, 0.372, -0.782)  0.24
N (1.012, 0.682, 0.151)  0.60
C (1.094, 1.304, 1.382)  -0.41
C (-0.205, 1.280, 1.898)  -0.82
N (-1.067, 0.718, 1.016)  0.63
C (-0.291, 0.305, -0.067)  -0.85
C (-2.495, 0.367, 1.266)  -0.13
H (2.065, -1.626, -0.251)  0.04
H (3.058, -0.809, 0.806)  0.32
H (3.777, -1.235, -0.735)  -0.41
H (1.810, 0.208, -1.819)  -0.04
H (2.695, 1.285, -0.841)  -0.56
H (2.092, 1.545, 1.719)  0.51
H (-0.667, 1.561, 2.833)  0.77
H (-0.733, -0.111, -0.960)  0.67
H (-2.969, 1.084, 1.935)  0.24
H (-2.490, -0.565, 1.832)  0.04
H (-3.064, 0.365, 0.336)  -0.25
C (-8.446, 5.999, -3.359)  -1.05
C (-7.440, 6.433, -2.427)  -0.64
N (-6.509, 5.280, -2.043)  0.26
C (-5.515, 4.765, -2.907)  -0.57
C (-4.724, 3.939, -2.224)  -0.59
N (-5.301, 3.785, -0.941)  0.37
C (-6.369, 4.676, -0.812)  -0.65
C (-4.871, 3.007, 0.162)  -0.64
H (-9.193, 5.449, -2.786)  0.27
H (-8.176, 5.458, -4.266)  0.31
H (-9.054, 6.793, -3.792)  0.38
H (-7.890, 6.869, -1.535)  0.29
H (-6.872, 7.229, -2.908)  0.36
H (-5.588, 5.142, -3.916)  0.39
H (-3.837, 3.387, -2.497)  0.51
H (-7.067, 4.787, 0.005)  0.41
H (-3.834, 3.125, 0.475)  0.43
H (-4.979, 2.054, -0.355)  0.02
H (-5.457, 2.989, 1.081)  0.23
C (0.299, -7.821, -1.391)  -1.03
C (0.728, -6.477, -2.002)  -0.65
N (1.316, -5.700, -0.919)  0.32
C (2.541, -5.830, -0.342)  -0.89
C (2.677, -4.873, 0.661)  -0.27
N (1.354, -4.334, 0.898)  0.33
C (0.526, -4.896, -0.068)  -0.63
C (1.064, -3.416, 1.996)  0.27
H (1.166, -8.457, -1.569)  0.34
H (-0.395, -8.408, -1.993)  0.38
H (0.066, -7.845, -0.327)  0.32
H (-0.083, -5.879, -2.419)  0.16
H (1.539, -6.552, -2.726)  0.45
H (3.279, -6.453, -0.826)  0.49
H (3.498, -4.582, 1.298)  0.61
H (-0.537, -4.709, -0.096)  0.78
H (0.249, -2.769, 1.671)  -0.18
H (1.953, -2.797, 2.117)  -0.20
H (0.881, -3.999, 2.899)  0.33
C (7.134, -3.699, -2.953)  -1.61
C (6.412, -3.033, -1.673)  0.65
N (7.216, -2.096, -0.918)  0.43
C (8.657, -1.903, -1.134)  -0.39
C (9.083, -0.867, -0.324)  -0.59
N (8.046, -0.415, 0.395)  0.30
C (6.903, -1.239, 0.125)  -0.74
C (8.114, 0.684, 1.340)  -0.71
H (6.447, -4.274, -3.573)  0.33
H (7.994, -4.286, -2.631)  0.46
H (7.618, -2.890, -3.500)  0.43
H (6.024, -3.764, -0.963)  0.23
H (5.520, -2.539, -2.058)  -0.21
H (9.146, -2.501, -1.889)  0.48
H (10.074, -0.447, -0.229)  0.41
H (5.941, -1.153, 0.608)  0.60
H (7.582, 1.572, 0.998)  0.25
H (9.159, 0.963, 1.475)  0.28
H (7.712, 0.337, 2.291)  0.34
C (2.162, 1.561, 4.932)  -0.77
C (1.710, 0.196, 5.728)  -0.39
N (2.567, -0.224, 6.817)  0.36
C (3.146, 0.560, 7.795)  -0.24
C (4.057, -0.198, 8.609)  -0.56
N (3.922, -1.481, 8.074)  0.20
C (3.067, -1.442, 6.990)  -0.52
C (4.675, -2.616, 8.483)  -0.74
H (1.653, 1.815, 4.002)  -0.20
H (3.162, 1.462, 4.512)  0.43
H (2.085, 2.459, 5.546)  0.43
H (1.430, -0.680, 5.142)  0.15
H (0.712, 0.340, 6.142)  0.38
H (2.854, 1.591, 7.663)  0.46
H (4.670, 0.057, 9.461)  0.40
H (2.849, -2.222, 6.276)  0.58
H (5.446, -2.288, 9.180)  0.27
H (5.018, -2.984, 7.516)  0.33
H (4.193, -3.525, 8.844)  0.30
C (3.017, 3.824, -3.012)  -0.82
C (2.746, 5.337, -3.294)  -0.35
N (3.489, 6.307, -2.501)  0.32
C (4.126, 6.165, -1.231)  -0.10
C (4.704, 7.378, -0.861)  -0.81
N (4.362, 8.291, -1.805)  0.17
C (3.676, 7.642, -2.832)  -0.24
C (4.399, 9.726, -1.775)  -0.86
H (2.298, 3.237, -3.584)  0.41
H (3.124, 3.501, -1.977)  -0.07
H (3.999, 3.582, -3.417)  0.38
H (1.688, 5.521, -3.106)  0.32
H (2.873, 5.706, -4.311)  0.34
H (4.164, 5.179, -0.794)  0.43
H (5.224, 7.615, 0.055)  0.48
H (3.564, 8.100, -3.804)  0.36
H (5.411, 10.096, -1.946)  0.33
H (4.157, 10.088, -0.776)  0.35
H (3.743, 10.077, -2.571)  0.32
C (-1.092, -2.437, -4.205)  -1.04
N (-1.146, -1.222, -5.162)  0.60
C (-1.605, -0.062, -4.271)  -0.91
C (0.187, -1.019, -5.887)  -0.71
C (-2.138, -1.359, -6.334)  -0.54
C (-3.585, -1.602, -5.918)  -0.88
O (-4.199, -0.724, -5.062)  -0.42
H (-2.141, -2.558, -3.933)  0.29
H (-0.343, -2.434, -3.414)  0.34
H (-0.953, -3.363, -4.763)  0.42
H (-0.734, 0.112, -3.639)  0.19
H (-2.388, -0.258, -3.539)  0.30
H (-1.878, 0.691, -5.010)  0.45
H (0.418, -1.679, -6.724)  0.36
H (1.041, -1.085, -5.213)  0.11
H (0.104, -0.051, -6.382)  0.40
H (-1.807, -2.307, -6.758)  0.32
H (-2.084, -0.580, -7.094)  0.51
H (-3.704, -2.619, -5.545)  0.45
H (-4.172, -1.694, -6.831)  0.50
H (-5.092, -1.045, -4.915)  0.27
C (-6.776, -3.599, -0.896)  -1.02
N (-7.139, -2.140, -0.507)  0.48
C (-6.154, -1.153, -1.313)  -1.19
C (-8.652, -2.005, -0.975)  -0.99
C (-7.139, -1.844, 0.994)  -0.48
C (-8.189, -2.605, 1.885)  -0.53
O (-7.758, -4.006, 1.923)  -0.52
H (-7.527, -4.188, -0.371)  0.52
H (-5.934, -3.994, -0.329)  0.25
H (-6.801, -3.702, -1.981)  0.39
H (-6.787, -0.267, -1.352)  0.58
H (-6.155, -1.400, -2.375)  0.26
H (-5.246, -0.770, -0.846)  0.27
H (-9.112, -1.141, -0.496)  0.41
H (-9.226, -2.925, -0.857)  0.32
H (-8.650, -1.702, -2.022)  0.38
H (-7.248, -0.761, 1.067)  0.51
H (-6.120, -2.083, 1.295)  0.17
H (-9.186, -2.561, 1.445)  0.26
H (-8.239, -2.163, 2.880)  0.50
H (-8.164, -4.558, 2.595)  0.29
B (4.590, -2.977, 3.238)  0.00
F (3.566, -2.192, 3.809)  -0.13
F (5.744, -2.734, 3.903)  -0.37
F (4.294, -4.331, 3.390)  -0.43
F (4.765, -2.782, 1.878)  0.04
B (3.808, -0.999, -4.012)  0.23
F (4.297, -0.113, -3.063)  -0.27
F (4.730, -2.007, -4.214)  -0.27
F (2.504, -1.472, -3.624)  -0.37
F (3.591, -0.292, -5.199)  -0.40
B (-5.676, 1.337, 3.750)  0.13
F (-6.394, 0.589, 2.844)  -0.24
F (-4.407, 0.818, 3.682)  -0.08
F (-5.582, 2.664, 3.484)  -0.40
F (-6.103, 1.170, 5.080)  -0.39
B (-1.200, 3.467, 4.308)  -0.11
F (-0.487, 3.939, 3.219)  -0.43
F (-0.332, 2.667, 4.998)  -0.11
F (-1.470, 4.530, 5.082)  -0.35
F (-2.276, 2.795, 3.815)  -0.09
B (4.637, 2.644, 1.371)  0.37
F (5.660, 3.621, 1.240)  -0.40
F (3.386, 3.252, 1.078)  -0.37
F (4.730, 1.542, 0.499)  -0.19
F (4.677, 2.137, 2.617)  -0.32
B (-2.527, -2.491, -0.473)  0.01
F (-3.688, -2.562, 0.111)  0.05
F (-2.395, -3.731, -1.088)  -0.44
F (-2.517, -1.574, -1.472)  -0.29
F (-1.522, -2.287, 0.412)  -0.09
B (-1.872, -1.448, 5.086)  0.22
F (-3.166, -1.238, 5.607)  -0.39
F (-1.025, -1.781, 6.124)  -0.40
F (-1.880, -2.352, 4.060)  -0.34
F (-1.448, -0.367, 4.465)  0.08


What is the net charge in the second record? 0